# 1
C30H87N5O13 | ωB97M-V/def2-TZVPD

Cartesian coordinates (Å):
C  -1.90279  2.45772  2.85627
O  -1.05451  1.33991  2.82622
H  -1.25871  3.32274  3.01436
H  -2.37910  2.66284  1.89754
H  -2.65286  2.32654  3.63620
H  -0.74980  1.22566  1.92307
C  -2.11793  -1.42961  4.20986
O  -0.79331  -1.01554  4.32390
H  -2.67544  -1.01959  5.05198
H  -2.54700  -0.91075  3.35267
H  -2.25443  -2.50183  4.06903
H  -0.68787  -0.19376  3.83899
C  2.17968  -5.99318  4.78330
O  2.46959  -5.38870  3.54401
H  2.75358  -6.86567  5.09552
H  2.37861  -5.22542  5.53103
H  1.15806  -6.31726  4.98173
H  3.40068  -5.15548  3.56056
C  1.56624  -2.48004  -2.39696
O  0.62954  -2.67264  -3.39246
H  1.97894  -1.47311  -2.45910
H  1.05496  -2.74300  -1.47092
H  2.35699  -3.18848  -2.64380
H  1.00589  -2.44931  -4.24691
C  5.37411  3.38299  2.64184
O  4.37523  2.92968  1.70859
H  5.88594  4.21383  2.15622
H  4.93361  3.61384  3.61177
H  6.07572  2.58418  2.88215
H  4.78655  2.21271  1.22034
C  3.89156  -4.70531  0.65779
O  3.56376  -3.57129  -0.17640
H  3.02625  -5.31817  0.91028
H  4.60121  -5.33231  0.11800
H  4.35397  -4.39630  1.59523
H  2.90401  -3.08108  0.31962
C  -10.09383  -0.45711  -1.09529
O  -8.83275  -1.17899  -1.11334
C  -9.01364  -2.58297  -0.86100
C  -7.61507  -3.09012  -0.41083
N  -7.39058  -2.54415  0.94736
C  -6.07147  -2.82965  1.52275
C  -4.98891  -1.97566  0.83679
O  -5.24279  -0.55538  1.10643
C  -4.12096  0.30596  0.73577
H  -10.63705  -0.64591  -0.16935
H  -10.80516  -0.71560  -1.87970
H  -9.93798  0.61698  -1.19598
H  -9.35849  -3.00031  -1.80706
H  -9.82314  -2.76232  -0.15344
H  -6.86102  -2.74657  -1.11898
H  -7.50379  -4.17429  -0.42777
H  -7.28538  -1.55680  0.76246
H  -5.79138  -3.87202  1.37073
H  -6.06840  -2.65918  2.59933
H  -4.96489  -2.02686  -0.25174
H  -3.98721  -2.26473  1.15481
H  -3.87145  0.17441  -0.31711
H  -3.29229  0.25843  1.44227
H  -4.46346  1.32100  0.93700
C  -0.02782  3.08384  -2.71954
O  -0.71486  1.83428  -2.46016
C  -0.70265  1.09539  -3.66282
C  -1.68535  -0.09280  -3.57222
N  -1.48794  -0.97079  -2.42627
C  -2.54466  -1.97007  -2.48653
C  -2.25375  -3.19599  -1.60576
O  -2.13895  -2.82179  -0.28299
C  -1.56738  -3.89594  0.50297
H  -0.03494  3.54492  -1.73189
H  -0.49446  3.82305  -3.37063
H  1.02631  3.05980  -2.99580
H  0.25448  0.58904  -3.78781
H  -0.84282  1.67985  -4.57213
H  -1.66528  -0.68124  -4.48951
H  -2.69229  0.32263  -3.53223
H  -0.63540  -1.48680  -2.59060
H  -2.66412  -2.27653  -3.52573
H  -3.52611  -1.56608  -2.23828
H  -1.41944  -3.76635  -2.01407
H  -3.07339  -3.91185  -1.66769
H  -2.19195  -4.78453  0.59488
H  -1.42093  -3.43242  1.47857
H  -0.54651  -4.07628  0.16620
C  1.73596  1.03118  0.01045
C  0.70259  -0.08748  0.10759
C  0.83955  -1.04863  1.31344
O  2.12155  -1.68092  1.34042
C  2.37297  -2.21266  2.62865
N  -0.65108  0.49019  0.00961
H  2.70427  0.53645  0.08596
H  1.67172  1.76457  0.81427
H  1.59780  1.51368  -0.95713
H  0.72814  -0.71301  -0.78469
H  0.12164  -1.86239  1.21093
H  0.54521  -0.53700  2.22980
H  3.32117  -2.74029  2.73166
H  1.52771  -2.82556  2.94168
H  2.45518  -1.39313  3.34260
H  -1.12936  -0.27882  -0.43757
H  -0.67163  1.17213  -0.73512
C  7.74463  1.26464  -1.43754
C  6.40071  1.97108  -1.09532
C  5.42234  1.92131  -2.25523
O  6.04151  2.74056  -3.26371
C  5.32086  2.94276  -4.42481
N  5.81616  1.19743  -0.00426
H  8.44777  1.35935  -0.61006
H  8.17500  1.70549  -2.33673
H  7.72353  0.19773  -1.65971
H  6.52783  2.97112  -0.68075
H  4.44270  2.29867  -1.96197
H  5.30105  0.86359  -2.48893
H  5.79186  3.76059  -4.97017
H  4.27954  3.18109  -4.20817
H  5.39739  2.05351  -5.05050
H  5.30963  0.43314  -0.42779
H  6.55599  0.77458  0.53790
C  2.71375  4.85008  -1.00249
C  2.22618  5.66196  0.20887
C  0.75956  5.21973  0.60768
O  -0.25932  5.64978  -0.29491
C  -1.52647  5.01156  -0.05273
N  3.17054  5.49441  1.30334
H  2.03963  5.14542  -1.80650
H  2.78035  3.76729  -0.89648
H  3.72131  5.13833  -1.30223
H  2.17778  6.70388  -0.10763
H  0.62106  5.63035  1.60783
H  0.66511  4.13789  0.70138
H  -2.31747  5.19261  -0.78049
H  -1.92258  5.35947  0.90128
H  -1.50057  3.92218  -0.07921
H  3.35353  4.50298  1.36385
H  4.04612  5.86078  0.95804

Calculated values
- LUMO energy (alpha / beta): -2.222 / -7.881 eV
- HOMO level (alpha / beta): -10.06 / -10.06 eV
- Spin multiplicity: 2
- Charge: +1
- HOMO-LUMO gap (alpha / beta): 7.842 / 2.183 eV


# 2
C4H7NS | ωB97M-V/def2-TZVPD

Cartesian coordinates (Å):
C  1.70619  -0.60905  -0.58929
C  3.02834  -0.52324  -0.51440
C  -1.82089  0.57844  0.36541
C  -0.55903  0.86848  -0.32248
N  0.57250  0.03747  -0.04868
S  -3.03168  -0.64199  -0.20236
H  3.54846  0.29555  0.07292
H  3.66183  -1.23794  -0.99934
H  -1.47375  0.17413  1.29017
H  -2.37954  1.43402  0.58968
H  -0.40219  1.53401  -1.24562
H  0.22740  -0.51697  0.75707
H  -3.07765  -1.39290  0.84692

Calculated values
- LUMO energy (alpha / beta): 0.866 / -0.706 eV
- HOMO level (alpha / beta): -6.34 / -9.31 eV
- Spin multiplicity: 3
- HOMO-LUMO gap (alpha / beta): 7.205 / 8.604 eV


# 3
C25H30AuBF4N4O7P2 | ωB97M-V/def2-TZVPD

Cartesian coordinates (Å):
Au  1.93137  -0.50454  -0.56942
C  2.08893  -1.63953  2.99918
P  1.59017  -0.43757  1.73853
C  -0.23511  -0.65706  1.79560
N  -0.89233  -0.23598  2.83550
C  -2.24250  -0.37132  2.83683
C  -3.00051  0.13852  3.91296
C  -4.35941  0.04551  3.87611
C  -5.01688  -0.57304  2.78346
C  -4.30579  -1.08577  1.73940
C  -2.89779  -0.98922  1.74815
N  -2.17885  -1.49478  0.71186
C  -0.88956  -1.32856  0.73053
P  0.10795  -1.99205  -0.64840
C  0.73059  -3.55370  0.06431
C  -0.94976  -2.44770  -2.11224
C  -1.76196  -1.24800  -2.60287
C  0.01944  -2.92258  -3.21128
C  -1.85613  -3.59928  -1.66337
C  2.06186  1.27408  2.30753
C  1.82746  2.23190  1.12695
C  1.24591  1.73638  3.51446
C  3.55414  1.22247  2.67206
H  1.96300  -1.15849  3.96861
H  3.12431  -1.93086  2.85745
H  1.44321  -2.51317  2.94082
H  -2.47992  0.61510  4.73545
H  -4.95031  0.45100  4.68755
H  -6.09747  -0.62833  2.78053
H  -4.78662  -1.56084  0.89325
H  -0.06568  -4.03417  0.63037
H  1.57442  -3.33104  0.71482
H  1.08499  -4.22509  -0.71881
H  -1.12998  -0.50854  -3.08153
H  -2.32170  -0.77175  -1.79856
H  -2.47064  -1.61281  -3.35005
H  0.73691  -2.15230  -3.48736
H  -0.56238  -3.16919  -4.10105
H  0.57230  -3.81766  -2.91074
H  -2.48734  -3.31829  -0.82569
H  -1.28657  -4.49556  -1.40927
H  -2.49636  -3.84634  -2.51302
H  0.78610  2.20111  0.79180
H  2.47774  1.99820  0.27616
H  2.06032  3.25004  1.44746
H  0.22277  1.97960  3.24255
H  1.73218  2.64169  3.89063
H  1.22280  1.00516  4.32327
H  4.17042  0.79960  1.88443
H  3.72747  0.65428  3.58930
H  3.89673  2.24629  2.84175
O  0.97484  -0.05311  -4.57237
C  1.08298  0.31387  -3.41707
O  1.89730  -0.31091  -2.58161
C  0.29846  1.54565  -2.98277
C  0.13624  2.53358  -3.92159
C  -0.63093  3.65908  -3.63577
C  -1.27826  3.78737  -2.43267
C  -1.14539  2.79160  -1.48225
C  -0.34765  1.62012  -1.71139
O  -0.20077  0.67999  -0.84913
N  -1.86658  3.00936  -0.22084
O  -2.35128  4.11558  -0.01961
O  -1.95957  2.09507  0.58801
N  -0.78933  4.70824  -4.64778
O  -1.56831  5.61756  -4.41176
O  -0.13411  4.61649  -5.67135
H  0.60077  2.43091  -4.89247
H  -1.89343  4.64774  -2.22667
F  4.06888  0.12616  -0.53506
B  5.04642  -0.85278  0.04213
F  4.30637  -1.64145  0.98352
F  5.50123  -1.65100  -0.97735
F  6.02024  -0.12492  0.68991

Calculated values
- LUMO energy: -2.846 eV
- HOMO level: -8.63 eV
- HOMO-LUMO gap: 5.779 eV


# 4
C5H3N3 | ωB97M-V/def2-TZVPD

Cartesian coordinates (Å):
C  -1.17608  -1.06777  2.01129
C  -1.58638  -0.59277  0.98264
C  -1.51479  1.14333  -0.66908
C  0.81558  0.81362  0.25316
C  2.73638  0.49175  -0.96988
N  3.85695  0.34541  -1.05038
N  -2.04129  0.17960  -0.00805
N  1.43582  0.45208  -0.84496
H  -0.58609  -1.84090  2.54182
H  -2.91514  -0.20729  -0.46214
H  0.97506  0.28292  -1.78442

Calculated values
- LUMO energy (alpha / beta): -0.020 / -0.745 eV
- HOMO level (alpha / beta): -7.20 / -10.35 eV
- Spin multiplicity: 3
- HOMO-LUMO gap (alpha / beta): 7.183 / 9.606 eV


# 5
H10O5 | ωB97M-V/def2-TZVPD

Cartesian coordinates (Å):
O  2.30874  -1.34225  -0.66390
H  2.51570  -0.44488  -0.92489
H  2.61417  -1.88096  -1.39378
O  -1.65306  1.31626  -0.83783
H  -2.53675  1.66979  -0.73617
H  -1.38913  1.57973  -1.71939
O  1.32295  2.47798  -0.43753
H  1.33208  1.79449  -1.10760
H  1.78548  2.09136  0.30599
O  -0.40892  -0.90036  0.48088
H  -0.67147  -0.05598  0.11438
H  0.49405  -1.01945  0.18642
O  -1.98146  -1.66257  2.61431
H  -1.27341  -1.34085  2.05629
H  -2.45896  -2.28230  2.06281

Calculated values
- LUMO energy: -0.003 eV
- SMILES string: O.O.O.O.O
- HOMO level: -10.28 eV
- HOMO-LUMO gap: 10.281 eV


Repeat the second record exactly.
C4H7NS | ωB97M-V/def2-TZVPD

Cartesian coordinates (Å):
C  1.70619  -0.60905  -0.58929
C  3.02834  -0.52324  -0.51440
C  -1.82089  0.57844  0.36541
C  -0.55903  0.86848  -0.32248
N  0.57250  0.03747  -0.04868
S  -3.03168  -0.64199  -0.20236
H  3.54846  0.29555  0.07292
H  3.66183  -1.23794  -0.99934
H  -1.47375  0.17413  1.29017
H  -2.37954  1.43402  0.58968
H  -0.40219  1.53401  -1.24562
H  0.22740  -0.51697  0.75707
H  -3.07765  -1.39290  0.84692

Calculated values
- LUMO energy (alpha / beta): 0.866 / -0.706 eV
- HOMO level (alpha / beta): -6.34 / -9.31 eV
- Spin multiplicity: 3
- HOMO-LUMO gap (alpha / beta): 7.205 / 8.604 eV